1.
This record from the OMol25 dataset describes a 6-piece molecular cluster, C42H54BIN3O18P overall at a distorted geometry. The level of theory is ωB97M-V with the def2-TZVPD basis set.

The maximum force is 2.2 eV/A. As for the SMILES: COCc1c(O)c(CCO)c2c(c1[PH2]=O)C(=O)c1c(B(N)O)c(N=C=O)c(C[C@H](C)I)c(N)c1C2=O.O=C1CCCO1.O=C1CCCO1.O=C1CCCO1.O=C1CCCO1.O=C1CCCO1. The orbital gap comes out at 0.3155 Ha.

ORCA input file:
```
! wB97M-V def2-TZVPD RIJCOSX def2/J DEFGRID3
* xyz 0 1
C 4.91 0.04 2.74
O 3.63 -0.44 2.32
C 3.49 -0.44 0.89
C 2.18 0.31 0.59
C 2.16 1.65 0.96
O 3.25 2.24 1.55
C 1.02 2.46 0.77
C 0.95 3.93 1.20
C -0.09 4.17 2.34
O -1.16 5.03 1.95
C -0.09 1.85 0.20
C -0.07 0.51 -0.16
C 1.06 -0.30 0.01
P 1.15 -2.07 -0.46
O 2.39 -2.42 -1.20
C -1.36 -0.06 -0.73
O -1.41 -0.79 -1.69
C -2.61 0.41 0.01
C -3.62 -0.47 0.32
B -3.59 -2.03 -0.02
N -4.67 -2.73 -0.73
O -2.49 -2.73 0.42
C -4.73 0.05 1.03
N -5.80 -0.85 1.42
C -6.77 -0.69 0.69
O -7.71 -0.51 -0.01
C -4.76 1.41 1.36
C -5.93 1.98 2.16
C -5.45 2.02 3.64
C -5.21 0.63 4.24
I -6.69 3.26 4.89
C -3.73 2.29 1.03
N -3.76 3.69 1.38
C -2.63 1.77 0.35
C -1.41 2.58 -0.03
O -1.48 3.69 -0.50
H 5.26 0.87 2.11
H 4.77 0.44 3.77
H 5.61 -0.80 2.81
H 4.35 0.00 0.38
H 3.40 -1.50 0.61
H 3.04 2.43 2.47
H 1.95 4.22 1.56
H 0.73 4.53 0.30
H -0.57 3.22 2.63
H 0.36 4.61 3.25
H -0.83 5.86 1.59
H 0.99 -2.83 0.73
H 0.07 -2.45 -1.28
H -5.41 -2.96 -0.08
H -5.06 -2.04 -1.38
H -2.63 -3.67 0.29
H -6.14 3.00 1.82
H -6.84 1.36 2.10
H -4.46 2.50 3.61
H -4.46 0.05 3.67
H -4.77 0.78 5.24
H -6.12 0.02 4.31
H -2.96 3.94 1.95
H -3.62 4.18 0.50
O -0.22 -4.75 -6.34
C -0.62 -3.69 -5.96
C -0.35 -3.05 -4.62
C -1.40 -1.95 -4.56
C -1.60 -1.62 -6.03
O -1.38 -2.86 -6.73
H 0.67 -2.64 -4.62
H -0.46 -3.77 -3.81
H -1.11 -1.09 -3.96
H -2.33 -2.35 -4.14
H -0.88 -0.88 -6.39
H -2.61 -1.26 -6.24
O -0.92 1.98 5.39
C -1.30 1.39 6.36
C -1.07 1.78 7.80
C -1.42 0.50 8.55
C -2.45 -0.13 7.62
O -2.06 0.27 6.30
H -1.74 2.60 8.06
H -0.04 2.08 7.96
H -1.79 0.66 9.56
H -0.54 -0.14 8.61
H -3.46 0.23 7.82
H -2.45 -1.22 7.69
O 6.73 -3.08 -2.22
C 6.07 -3.68 -3.01
C 4.61 -4.08 -2.85
C 4.44 -5.12 -3.94
C 5.45 -4.67 -4.98
O 6.52 -4.08 -4.22
H 3.99 -3.20 -3.02
H 4.43 -4.49 -1.86
H 3.42 -5.19 -4.33
H 4.71 -6.11 -3.55
H 5.05 -3.92 -5.66
H 5.84 -5.51 -5.56
O 6.13 -8.71 -8.53
C 6.89 -7.81 -8.31
C 7.99 -7.31 -9.22
C 8.84 -6.47 -8.28
C 7.81 -5.99 -7.27
O 6.84 -7.05 -7.18
H 7.54 -6.71 -10.02
H 8.55 -8.14 -9.64
H 9.37 -5.65 -8.77
H 9.58 -7.10 -7.79
H 7.30 -5.08 -7.59
H 8.25 -5.82 -6.29
O -0.81 8.74 3.03
C -1.96 8.43 3.13
C -3.13 9.38 3.34
C -4.23 8.43 3.77
C -3.84 7.14 3.07
O -2.40 7.16 3.02
H -3.36 9.87 2.39
H -2.90 10.12 4.10
H -5.24 8.77 3.51
H -4.19 8.29 4.85
H -4.22 7.08 2.05
H -4.17 6.25 3.62
*
```

Löwdin atomic charge list, values in e, 8 entries: -0.11 -0.19 -0.14 -0.08 -0.18 0.04 -0.06 -0.07

=====

2.
This record from the OMol25 dataset describes C41H35N8NaO2S3 as an isolated structure at a distorted geometry. The level of theory is ωB97M-V with the def2-TZVPD basis set.

The maximum force is 4.2 eV/A. The orbital gap comes out at 0.1091 Ha. The energy above the lowest of the compared OMol25 structures with the same formula, charge and spin is 0.913 eV.

ORCA input file:
```
! wB97M-V def2-TZVPD RIJCOSX def2/J DEFGRID3
* xyz -2 1
Na 9.93 9.62 17.63
N 8.08 5.17 16.02
C 8.68 6.37 16.23
S 9.78 6.50 17.53
N 8.24 7.25 15.39
N 8.75 8.47 15.57
C 8.41 9.28 14.60
C 7.78 8.86 13.32
C 8.45 8.02 12.48
C 8.02 7.78 11.16
C 6.87 8.42 10.71
C 6.10 9.24 11.60
C 6.59 9.40 12.90
C 8.95 10.63 14.72
C 9.06 11.47 13.61
C 9.58 12.76 13.76
C 9.87 13.17 15.04
C 9.61 12.34 16.11
N 9.16 11.15 15.98
H 8.59 4.39 16.38
H 7.69 5.13 15.06
H 9.40 7.56 12.79
H 8.62 7.10 10.59
H 6.50 8.19 9.73
H 5.24 9.64 11.20
H 6.01 10.01 13.63
H 8.74 11.12 12.65
H 9.77 13.41 12.88
H 10.32 14.20 15.30
H 9.72 12.73 17.12
S 13.79 12.51 17.25
C 13.75 13.36 15.74
C 14.44 12.75 14.69
C 14.38 13.14 13.40
C 13.66 14.33 13.13
C 12.98 14.99 14.15
C 13.02 14.58 15.51
S 12.15 15.49 16.77
H 14.90 11.79 14.83
H 14.93 12.56 12.65
H 13.65 14.82 12.19
H 12.50 15.92 13.97
C 6.13 14.63 30.72
O 6.53 15.29 29.52
C 7.00 14.51 28.50
C 7.19 13.14 28.56
C 7.62 12.54 27.41
C 7.84 13.14 26.19
C 7.60 14.55 26.14
C 7.25 15.23 27.26
C 8.22 12.39 25.03
N 7.85 11.18 24.67
C 8.53 10.96 23.36
C 9.25 12.07 23.03
N 9.06 12.96 24.10
C 9.86 12.27 21.76
C 10.60 13.43 21.49
C 11.25 13.49 20.29
C 11.05 12.44 19.33
N 10.33 11.41 19.59
C 9.73 11.26 20.75
C 8.99 10.08 21.11
N 8.80 9.19 20.12
C 8.13 8.03 20.34
C 7.65 7.74 21.64
C 7.73 8.67 22.67
C 8.35 9.94 22.40
H 5.56 15.39 31.26
H 7.05 14.53 31.31
H 5.72 13.66 30.58
H 7.02 12.59 29.49
H 7.86 11.51 27.45
H 7.82 15.18 25.26
H 7.03 16.29 27.35
H 9.60 13.86 24.27
H 10.70 14.27 22.16
H 11.90 14.27 19.93
H 11.47 12.59 18.42
H 8.21 7.41 19.43
H 7.13 6.80 21.73
H 7.39 8.36 23.68
C 12.07 8.36 15.20
C 13.00 8.98 16.22
O 12.22 9.78 17.14
H 12.55 7.99 14.28
H 11.42 9.13 14.84
H 11.50 7.55 15.64
H 13.78 9.65 15.78
H 13.56 8.19 16.75
H 12.62 10.66 17.05
*
```

Löwdin atomic charge list, values in e, 8 entries: 0.26 0.02 -0.97 0.54 -0.04 0.06 -0.21 -0.22